(1)
This record from OMol25 describes an isolated molecule of C8H8N2O in a non-equilibrium geometry. The level of theory is ωB97M-V with the def2-TZVPD basis set.

Results
* F_max: 0.1231 Eh/bohr
* relative energy (zero: lowest compared OMol25 entry of this formula, charge and spin): 158.8 kcal/mol
* E_HOMO: -8.2 eV

The geometry in ORCA input format:
```
! RIJCOSX wB97M-V def2-TZVPD def2/J DEFGRID3
* xyz 0 1
C 2.24533 1.88325 1.09647
C 1.14406 1.55123 0.66532
C 0.67818 -0.81759 -2.45195
C -0.02726 -2.27910 -1.14410
C 0.15068 -0.15964 -1.33186
C -1.06654 0.46765 1.20255
C -0.94210 -1.02658 0.78864
C -0.24659 1.41881 0.39725
N 0.53162 -2.19661 -2.31432
N -0.32063 -1.16044 -0.49553
O -0.86546 2.62229 0.14355
H 3.21103 1.93828 1.29011
H 1.03333 -0.48856 -3.43849
H -0.31871 -3.18995 -0.64991
H -2.08697 0.74414 1.21453
H -0.70212 0.55021 2.19653
H -0.31137 -1.53311 1.61002
H -1.88238 -1.64333 0.91737
H -0.22410 3.31906 0.30382
*
```

---

(2)
This record from OMol25 describes an isolated molecule of C4H6O2. The level of theory is ωB97M-V with the def2-TZVPD basis set.

Results
* F_max: 0.0119 Eh/bohr
* relative energy (zero: lowest compared OMol25 entry of this formula, charge and spin): 51.8 kcal/mol
* E_HOMO: -9.5 eV

The geometry in ORCA input format:
```
! RIJCOSX wB97M-V def2-TZVPD def2/J DEFGRID3
* xyz 0 1
C 0.76903 -0.98259 0.95282
C 0.21211 -0.54805 -0.35066
C -1.04709 0.04781 -0.50225
C -0.20875 1.64378 -0.52545
O -0.95613 2.56332 -0.65669
O 1.01105 1.42112 -0.40446
H 0.58503 -2.06286 1.04250
H 0.27303 -0.47916 1.78560
H 1.84573 -0.81447 1.00518
H 0.77156 -0.82170 -1.24148
H -1.54547 -0.02637 -1.46506
H -1.71009 0.05917 0.35995
*
```

---

(3)
This record from OMol25 describes a structure of composition C3HINOS2 in a non-equilibrium geometry. The level of theory is ωB97M-V with the def2-TZVPD basis set.

Results
* F_max: 0.1215 Eh/bohr
* E_HOMO (alpha / beta): -2.7 / -4.5 eV

The geometry in ORCA input format:
```
! RIJCOSX wB97M-V def2-TZVPD def2/J DEFGRID3
* xyz -1 3
C 0.87522 0.25531 -0.60596
C -0.93640 1.15244 0.23275
C -0.00598 -0.83312 -0.24761
N 0.43573 1.35869 -0.09791
O -1.21204 -0.19312 0.26718
S 0.67475 -2.33504 0.78560
S -2.16916 1.97875 0.86155
I 2.65583 -0.12466 0.09023
H -0.31796 -1.25926 -1.28583
*
```

---

(4)
This record from OMol25 describes an isolated molecule of C4H7N3 in a non-equilibrium geometry. The level of theory is ωB97M-V with the def2-TZVPD basis set.

Results
* F_max: 0.0315 Eh/bohr
* relative energy (zero: lowest compared OMol25 entry of this formula, charge and spin): 106.8 kcal/mol
* E_HOMO: -6.6 eV

The geometry in ORCA input format:
```
! RIJCOSX wB97M-V def2-TZVPD def2/J DEFGRID3
* xyz 0 1
C -1.30380 0.72629 -0.70255
C -1.13240 -0.93823 0.88911
N -0.34003 0.13397 0.29740
C 1.07714 -0.19333 -0.35798
N 1.28050 -1.37287 -0.74422
C 2.05199 0.87855 -0.40061
N 2.82812 1.74436 -0.42585
H -0.85750 1.57067 -1.23920
H -2.20696 1.01812 -0.15054
H -1.58925 -0.08044 -1.38472
H -1.06676 -1.77139 0.17091
H -0.82615 -1.18230 1.90453
H -0.14967 0.85846 1.00022
H 2.22032 -1.49575 -1.13722
*
```